(1)
63
Properties=species:S:1:pos:R:3:mulliken_charge:R:1 method="wB97M-V/def2-TZVPD" gap_ev=8.91 e_tot_ha=-1602.823281 smiles="COc1cccc(N(C(=O)CNC(=O)c2ccco2)[C@H](C(=O)NC2CCCC2)c2ccncc2)c1" e_lumo_ev=0.5 relative_energy_kcal_mol=1.84 homo_energy_ev=-8.41
C -4.506 -0.925 -2.673 -0.974
H -5.313 -0.594 -2.013 0.352
O -3.249 -0.790 -2.053 -0.342
C -2.870 0.445 -1.622 0.041
C -3.594 1.617 -1.811 -0.458
C -3.102 2.812 -1.314 -1.170
C -1.906 2.862 -0.628 -0.732
C -1.190 1.688 -0.418 -0.163
C -1.659 0.490 -0.934 0.541
H -1.130 -0.436 -0.769 0.371
N 0.033 1.742 0.289 0.792
C 0.128 2.127 1.600 0.846
O 1.195 2.339 2.133 -0.597
C -1.184 2.195 2.373 -1.172
N -1.933 0.979 2.179 -0.073
C -3.216 0.995 1.753 0.096
O -3.883 2.011 1.665 -0.673
C -3.755 -0.328 1.403 0.774
C -5.017 -0.673 0.995 -0.569
C -4.980 -2.058 0.729 -0.540
C -3.701 -2.452 0.991 -0.533
O -2.957 -1.420 1.399 -0.335
H -3.221 -3.409 0.924 0.523
H -5.787 -2.675 0.390 0.504
H -5.850 -0.006 0.908 0.615
H -1.397 0.120 2.144 0.311
H -1.820 3.026 2.056 0.419
H -0.924 2.329 3.428 0.447
C 1.173 1.031 -0.269 -0.027
C 2.414 1.899 -0.274 -0.186
C 3.502 1.690 0.563 -0.083
C 4.585 2.550 0.467 -0.684
N 4.644 3.563 -0.380 -0.648
C 3.601 3.772 -1.163 -0.499
C 2.469 2.973 -1.155 -0.550
H 1.639 3.185 -1.814 0.431
H 3.680 4.618 -1.833 0.398
H 5.451 2.423 1.103 0.396
H 3.494 0.903 1.300 0.591
H 0.920 0.792 -1.311 0.938
C 1.327 -0.300 0.494 -0.221
O 0.577 -0.612 1.395 -0.714
N 2.306 -1.088 0.020 0.053
H 2.903 -0.746 -0.717 0.417
C 2.632 -2.383 0.581 -0.061
C 4.107 -2.446 1.011 -0.805
H 4.200 -3.068 1.901 0.298
C 4.819 -3.114 -0.161 -0.581
H 4.974 -2.398 -0.971 0.268
H 5.787 -3.526 0.119 0.393
C 3.824 -4.188 -0.588 -0.651
H 4.012 -4.561 -1.593 0.369
H 3.878 -5.029 0.104 0.286
C 2.460 -3.500 -0.472 -0.902
H 1.675 -4.199 -0.191 0.316
H 2.179 -3.051 -1.426 0.284
H 4.502 -1.457 1.243 0.277
H 1.956 -2.511 1.429 0.589
H -1.527 3.797 -0.246 0.543
H -3.669 3.718 -1.465 0.393
H -4.537 1.610 -2.331 0.448
H -4.619 -1.989 -2.877 0.256
H -4.550 -0.370 -3.615 0.367

(2)
65
Properties=species:S:1:pos:R:3:mulliken_charge:R:1 method="wB97M-V/def2-TZVPD" multiplicity=3 gap_ev="6.26 / 5.98" charge=+1 e_tot_ha=-2616.049042 e_lumo_ev="-3.9 / -4.6" relative_energy_kcal_mol=0.00 homo_energy_ev="-10.12 / -10.63"
W -0.535 0.798 0.180 1.212
C 3.518 2.451 1.100 -1.936
C 2.155 1.859 1.104 0.991
N 1.521 1.434 0.064 1.360
N 2.093 1.489 -1.182 -1.427
C 1.277 0.941 -2.041 0.544
O 0.120 0.428 -1.680 -0.796
C 1.639 0.836 -3.461 0.373
C 0.722 0.317 -4.373 -0.397
C 1.066 0.214 -5.710 -0.750
C 2.321 0.626 -6.138 -0.370
C 3.235 1.147 -5.231 -0.734
C 2.897 1.254 -3.894 -0.239
C 1.390 1.683 2.351 0.730
C 1.877 2.052 3.594 -0.937
C 1.084 1.854 4.714 -0.504
C -0.174 1.295 4.563 -0.985
C -0.605 0.947 3.297 -0.034
N 0.158 1.129 2.211 -0.186
H 3.882 2.547 0.082 0.385
H 4.207 1.820 1.666 0.385
H 3.505 3.434 1.573 0.397
H -0.256 0.007 -4.032 0.480
H 0.355 -0.185 -6.421 0.418
H 2.587 0.543 -7.183 0.401
H 4.210 1.469 -5.570 0.409
H 3.600 1.659 -3.180 0.462
H 2.860 2.490 3.681 0.503
H 1.446 2.140 5.692 0.448
H -0.828 1.135 5.408 0.461
H -1.586 0.527 3.122 0.602
S -2.820 0.377 0.393 -0.409
C -3.670 1.912 0.255 0.735
C -5.059 1.938 0.364 -0.722
C -5.732 3.140 0.262 -0.634
C -5.021 4.320 0.052 -0.563
C -3.645 4.298 -0.055 -0.655
C -2.954 3.089 0.046 0.427
S -1.208 3.070 -0.108 -0.449
H -5.601 1.015 0.524 0.423
H -6.810 3.162 0.343 0.381
H -5.548 5.261 -0.029 0.381
H -3.095 5.215 -0.221 0.441
C -0.968 -4.549 1.415 -0.969
N 0.149 -3.876 2.084 0.139
C 1.385 -4.199 1.370 -0.919
N 1.345 -3.875 -0.055 0.123
C 0.195 -4.550 -0.660 -0.876
N -1.075 -4.234 -0.009 0.136
C -1.467 -2.845 -0.227 -1.104
P -0.209 -1.701 0.479 1.745
C -0.065 -2.434 2.164 -1.156
C 1.301 -2.434 -0.281 -1.194
H -1.901 -4.285 1.915 0.394
H -0.817 -5.625 1.513 0.306
H 1.558 -5.272 1.467 0.304
H 2.220 -3.672 1.836 0.399
H 0.357 -5.626 -0.582 0.293
H 0.136 -4.283 -1.717 0.408
H -2.438 -2.649 0.233 0.431
H -1.568 -2.645 -1.297 0.334
H -0.978 -2.230 2.730 0.378
H 0.766 -1.968 2.701 0.382
H 2.193 -1.964 0.144 0.417
H 1.299 -2.222 -1.353 0.403

(3)
62
Properties=species:S:1:pos:R:3:mulliken_charge:R:1 method="wB97M-V/def2-TZVPD" gap_ev=2.88 e_tot_ha=-1932.191642 e_lumo_ev=-2.6 relative_energy_kcal_mol=18.46 homo_energy_ev=-5.48
C -5.090 4.478 2.384 -0.796
O -4.858 3.109 2.791 -0.415
C -3.654 2.549 2.484 0.720
C -3.517 1.146 2.668 -0.718
C -2.405 0.492 2.186 -0.446
C -1.316 1.226 1.623 0.063
C -0.063 0.602 1.323 -0.170
C 1.168 1.167 1.755 0.165
C 2.395 0.463 1.536 0.426
C 3.610 1.049 1.799 -0.286
C 3.665 2.398 2.261 0.826
O 4.882 3.006 2.288 -0.411
C 4.934 4.411 2.639 -0.819
C 2.465 3.047 2.649 -0.818
C 1.263 2.395 2.483 -0.596
C -1.462 2.635 1.487 -0.875
C -2.564 3.300 1.968 -0.225
H -6.163 4.611 2.493 0.247
H -4.546 5.173 3.034 0.322
H -4.794 4.644 1.341 0.373
H -4.330 0.613 3.159 0.404
H -2.334 -0.596 2.279 0.457
H -0.041 -0.398 0.874 0.301
H 2.330 -0.556 1.154 -0.324
H 4.552 0.533 1.617 0.490
H 5.988 4.672 2.561 0.254
H 4.338 5.018 1.945 0.355
H 4.581 4.570 3.665 0.336
H 2.497 4.064 3.052 0.330
H 0.371 2.875 2.877 0.661
H -0.667 3.225 1.028 0.725
H -2.607 4.394 1.944 0.362
C 3.855 -2.609 0.656 -1.037
C 2.528 -3.266 0.899 -0.435
O 1.534 -2.523 0.143 -0.167
C 0.410 -3.228 -0.101 0.442
C -0.441 -2.606 -1.170 -0.006
O -1.514 -3.291 -1.556 -0.415
C -1.320 -4.655 -2.130 -0.761
S 0.489 -1.923 -2.609 1.293
C -0.744 -1.716 -3.918 0.231
C -0.349 -1.966 -5.239 -0.640
C -1.313 -1.945 -6.251 -0.505
C -2.646 -1.653 -5.948 -0.399
C -3.017 -1.380 -4.626 -0.691
C -2.065 -1.414 -3.602 -0.031
O 1.140 -0.685 -2.242 -0.728
O 1.253 -3.068 -3.097 -0.684
O 0.154 -4.322 0.385 -0.707
H 4.495 -2.785 1.522 0.304
H 4.326 -3.091 -0.203 0.389
H 3.804 -1.538 0.451 0.197
H 2.501 -4.293 0.518 0.494
H 2.268 -3.258 1.969 0.262
H -2.243 -4.771 -2.707 0.270
H -0.439 -4.707 -2.794 0.313
H -1.212 -5.338 -1.283 0.250
H 0.694 -2.202 -5.459 0.389
H -1.004 -2.144 -7.276 0.362
H -3.388 -1.601 -6.744 0.362
H -4.044 -1.123 -4.368 0.371
H -2.340 -1.217 -2.566 0.358

(4)
60
Properties=species:S:1:pos:R:3:mulliken_charge:R:1 method="wB97M-V/def2-TZVPD" gap_ev="6.04 / 3.74" e_tot_ha=-2416.845775 e_lumo_ev="-0.6 / -1.6" relative_energy_kcal_mol=118.15 homo_energy_ev="-6.61 / -5.35"
C -0.997 1.377 1.448 -0.816
C -0.655 2.114 0.278 -0.322
C -1.220 1.521 -0.868 -0.459
H -0.092 3.051 0.324 0.449
C -1.835 0.284 -0.489 -0.977
C -1.986 0.424 0.979 0.116
H -2.967 0.364 1.438 0.675
H -0.887 1.666 2.482 0.394
H -1.275 2.006 -1.830 0.546
H -2.643 -0.216 -1.017 0.528
Al -0.064 -0.787 0.240 0.340
Cl 0.242 -1.815 -1.593 -0.320
P 2.314 1.008 -2.858 0.657
C 1.642 1.571 -4.472 -0.064
C 2.043 2.749 -5.122 0.033
H 2.794 3.400 -4.667 0.319
C 1.485 3.088 -6.358 -0.557
H 1.813 4.002 -6.854 0.386
C 0.523 2.265 -6.948 -0.484
H 0.094 2.535 -7.913 0.362
C 0.112 1.095 -6.298 -0.473
H -0.634 0.448 -6.760 0.389
C 0.652 0.752 -5.060 -0.433
H 0.327 -0.152 -4.535 0.379
C 3.284 2.480 -2.347 -0.269
C 2.577 3.499 -1.669 -0.163
H 1.506 3.380 -1.488 0.263
C 3.243 4.651 -1.256 -0.554
H 2.689 5.439 -0.745 0.394
C 4.614 4.800 -1.500 -0.492
H 5.130 5.704 -1.177 0.362
C 5.317 3.790 -2.159 -0.604
H 6.384 3.894 -2.356 0.387
C 4.660 2.628 -2.577 -0.024
H 5.220 1.841 -3.089 0.322
C 3.645 -0.131 -3.405 -0.003
C 4.078 -0.253 -4.735 -0.045
H 3.614 0.346 -5.522 0.303
C 5.110 -1.141 -5.051 -0.587
H 5.441 -1.220 -6.087 0.390
C 5.707 -1.915 -4.054 -0.477
H 6.511 -2.605 -4.308 0.364
C 5.269 -1.806 -2.729 -0.528
H 5.737 -2.404 -1.947 0.380
C 4.233 -0.933 -2.402 -0.359
H 3.868 -0.856 -1.375 0.353
C -3.419 -2.638 2.243 -0.942
Si -2.136 -1.560 3.001 0.287
C -2.862 -0.076 3.851 -1.114
C -0.830 -2.367 4.043 -1.056
O -1.298 -1.208 1.506 -0.279
H -3.948 -3.045 3.106 0.377
H -2.957 -3.452 1.673 0.280
H -4.119 -2.094 1.599 0.295
H -3.408 -0.522 4.679 0.412
H -2.121 0.606 4.264 0.327
H -3.579 0.492 3.260 0.385
H -0.339 -3.168 3.491 0.288
H -0.086 -1.650 4.398 0.300
H -1.361 -2.788 4.899 0.359